Below is a structure of composition C6H15AsMgO5PS4, with properties calculated with ωB97M-V with the def2-TZVPD basis set.

Geometry as XYZ:
```
33
Properties=species:S:1:pos:R:3:forces:R:3
As -0.468148 -2.657762 2.614640 0.0 -0.2 0.0
S 1.385960 -2.814558 1.494669 -0.2 0.1 0.0
S -0.566813 -1.044504 4.006317 0.0 0.2 0.1
S -2.039175 -2.703658 1.119580 0.2 0.2 0.0
S -0.678389 -3.992759 4.282845 0.0 0.1 -0.2
P -0.590143 0.861586 0.130612 0.1 0.1 0.0
Mg -0.134944 -2.081217 -0.330420 0.2 -0.6 0.1
O -0.256131 -3.418053 -1.858247 0.1 0.0 -0.1
O 0.701381 -0.067402 -0.389456 -0.4 0.0 -0.3
O -1.079498 1.521027 -1.270204 -0.1 0.1 0.1
O 0.190921 2.173642 0.658721 -0.1 0.0 0.2
O -0.490066 -2.187307 -2.320064 -0.1 0.1 0.1
C -3.351956 0.549753 -1.300003 -0.1 0.0 0.0
C 0.508372 2.152110 2.079899 -0.1 0.1 -0.1
C 2.298781 -0.512601 -2.158679 0.1 0.0 -0.1
C 1.832430 1.473821 2.338621 0.1 0.0 0.1
C -2.063317 0.800369 -2.052297 0.2 0.1 0.0
C 1.762704 0.515188 -1.195625 -0.1 -0.1 0.3
H 0.519398 3.200239 2.377152 0.0 0.0 0.0
H -2.231873 1.441417 -2.916899 0.0 0.0 0.0
H 2.646607 2.014468 1.851472 0.0 0.0 0.0
H -3.765006 1.486064 -0.920667 0.0 0.0 0.0
H -1.623185 -0.131753 -2.412981 0.0 0.0 0.0
H 2.030632 1.437646 3.410921 0.0 0.1 0.0
H 3.056804 -0.042650 -2.789975 0.0 0.0 0.0
H 2.767708 -1.343880 -1.629294 0.0 0.0 0.0
H 1.367290 1.391328 -1.707755 0.0 0.0 0.0
H -3.215776 -0.134333 -0.461537 0.0 0.0 0.0
H 2.525590 0.839970 -0.487359 0.1 0.0 -0.1
H -0.297153 1.648433 2.620981 0.0 0.0 0.0
H 1.821901 0.438962 1.991749 0.0 0.0 0.0
H 1.514753 -0.913140 -2.798783 0.0 0.0 0.0
H -4.079659 0.099555 -1.977936 0.0 0.0 0.0
```
Positions in Å, forces in eV/Å.

Computed properties:
LUMO (spin up / spin down) in eV: 2.76 / 1.60
Multiplicity: 1
Charge: -1
E_HOMO (spin up / spin down) in eV: -4.91 / -4.84
DFT total energy in hartree: -4983.95155

Below is the molecule C6H15B in a non-equilibrium geometry, with properties calculated with ωB97M-V with the def2-TZVPD basis set.

Geometry as XYZ:
```
22
Properties=species:S:1:pos:R:3:forces:R:3
C 0.632622 -0.779116 -1.981941 0.3 -2.0 0.9
C 0.925268 1.500466 0.500230 -0.9 0.0 -3.6
C -0.337862 0.321595 -1.654378 -1.8 -0.9 1.0
C -1.455055 -1.380286 0.750607 -1.0 -0.1 0.3
C -1.470873 0.171661 0.767801 0.2 0.9 1.4
C 1.491270 0.580517 1.518092 1.6 1.1 1.3
B -0.316335 0.757733 -0.165088 0.0 -0.7 1.0
H -0.597924 -1.765015 1.261107 1.1 0.0 -0.1
H -1.504699 -1.810617 -0.253671 0.1 0.2 0.1
H 1.721129 -0.385877 1.082253 -0.6 -0.5 0.3
H 0.534857 2.483708 0.830349 0.8 -0.3 0.1
H -1.439661 0.076199 -1.804452 1.4 0.2 -0.9
H 2.502082 0.957757 1.778954 -0.5 -0.2 0.3
H 0.108090 1.042757 -2.244353 -0.3 2.5 -1.5
H -2.225741 -1.917583 1.332779 -0.3 0.8 -0.3
H 0.866978 0.625722 2.426413 0.4 -0.8 -0.3
H -2.443329 0.631200 0.528748 0.0 -0.5 -0.4
H 0.390694 -1.652781 -1.351888 0.3 -0.1 -0.5
H 1.650233 -0.488484 -1.682031 -0.2 0.0 -0.3
H 1.625973 1.540440 -0.415343 -0.6 0.8 1.6
H 0.650603 -1.099452 -3.035894 -0.1 0.3 0.4
H -1.308321 0.589455 1.811705 -0.1 -0.9 -0.8
```
Positions in Å, forces in eV/Å.

Computed properties:
SMILES: CCB(CC)CC
LUMO in eV: 0.77
Multiplicity: 1
Charge: 0
E_HOMO in eV: -9.61
DFT total energy in hartree: -262.41365

Below is a cluster of 2 separate species, C6H15BN2 in total in a non-equilibrium geometry, with properties calculated with ωB97M-V with the def2-TZVPD basis set.

Geometry as XYZ:
```
24
Properties=species:S:1:pos:R:3:forces:R:3
N 2.774488 -0.086170 0.287093 -0.3 0.7 -1.2
N -0.382775 -0.060111 1.215364 2.8 0.7 -1.3
C 3.080818 1.191596 -0.387470 -0.4 1.6 3.9
C -2.263053 1.308827 0.485943 -0.5 -2.3 -1.5
C -0.811878 0.058267 -1.238910 1.7 -1.1 1.3
C 4.103512 0.145767 -0.136360 1.5 0.9 0.9
C -1.405887 0.019857 0.218439 0.3 -0.2 -2.0
C -2.253601 -1.282473 0.170559 -2.5 2.8 -0.8
B 1.973712 -1.107594 0.582168 -2.7 0.9 0.7
H 4.469972 -0.264780 -1.038518 0.4 -1.2 -0.5
H -1.557481 -2.049284 0.112779 1.0 -1.8 0.2
H 3.135792 2.075382 0.365503 -0.4 -1.5 -1.5
H 2.177736 -2.232822 0.827030 -0.1 -0.2 0.1
H -2.548400 1.650634 -0.511880 -0.8 0.0 0.1
H -3.130641 0.920627 1.076765 0.6 1.3 -0.2
H -0.014711 0.864128 -1.318233 -1.2 -0.8 -0.3
H -2.903939 -1.300674 -0.804952 0.8 -0.1 2.0
H 2.558497 1.420151 -1.298549 0.3 -0.4 -0.4
H -1.645416 2.093939 0.838938 0.3 0.5 1.2
H -1.643115 0.070501 -1.932616 0.1 0.7 -0.5
H 4.813025 0.250040 0.739730 -0.6 0.2 -1.4
H -0.314279 -0.979856 -1.388984 -0.5 1.7 0.2
H -0.723378 -0.727883 1.838500 -0.2 -1.5 1.7
H -2.885059 -1.255527 1.090706 0.3 -0.7 -0.7
```
Positions in Å, forces in eV/Å.

Computed properties:
LUMO (spin up / spin down) in eV: 0.59 / 0.48
Multiplicity: 1
Charge: 0
E_HOMO (spin up / spin down) in eV: -7.39 / -6.81
DFT total energy in hartree: -371.77852

Below is the ion C6H15BN3 with charge +1 in a non-equilibrium geometry, with properties calculated with ωB97M-V with the def2-TZVPD basis set.

Geometry as XYZ:
```
25
Properties=species:S:1:pos:R:3:forces:R:3
N -0.488361 1.805016 -1.546156 -1.5 0.9 0.9
N 1.408311 -1.671537 1.816922 -0.7 0.3 -0.5
N -0.268293 -0.627405 -1.071700 -1.5 -1.6 -0.2
C -1.100352 -1.079922 -2.185613 -3.0 -0.2 -0.2
C 0.273176 -1.438743 -0.222679 -0.5 4.1 -1.3
C 0.520814 0.797650 0.741010 4.0 -0.2 -0.8
C 0.350377 -1.953628 2.739516 -0.1 3.2 -0.7
C 1.093366 -0.732948 0.713298 1.0 -0.1 2.7
C -0.681033 3.267253 -1.116792 3.0 -1.6 0.4
B -0.109141 0.805487 -0.670395 -0.6 0.9 -0.4
H -2.127791 -0.522561 -2.305826 1.7 -0.8 1.2
H 2.206005 -1.552584 2.385757 1.4 0.9 -0.3
H -1.421710 -2.195763 -2.122130 1.3 2.0 -0.4
H -0.029696 3.757890 -1.832136 -0.2 0.8 0.1
H -1.674110 3.689723 -1.160065 -0.3 -0.5 0.2
H 2.021221 -0.725491 0.220066 1.6 0.4 -1.0
H -0.329608 -2.569607 2.273507 -2.0 -1.5 -0.4
H -0.153529 3.333045 -0.100113 -1.2 0.2 -1.4
H -0.076863 0.801439 1.588915 -1.4 0.6 1.5
H -0.961721 1.580907 -2.419842 0.4 0.1 0.3
H 1.390711 1.606573 0.824531 -1.8 -1.9 0.1
H 0.188339 -2.439456 -0.239363 -0.4 -3.5 -0.3
H -0.655698 -0.677352 -3.071741 0.7 -0.9 -0.9
H 0.682852 -2.248898 3.660602 1.2 -2.0 1.9
H -0.057268 -1.009086 3.100427 -1.1 0.3 -0.4
```
Positions in Å, forces in eV/Å.

Computed properties:
SMILES: CNB1C[C@@H](NC)C=[N+]1C
LUMO in eV: -4.26
Multiplicity: 1
Charge: +1
E_HOMO in eV: -12.69
DFT total energy in hartree: -426.48596

Below is the ion C6H15BrN with charge +1 in a non-equilibrium geometry, with properties calculated with ωB97M-V with the def2-TZVPD basis set.

Geometry as XYZ:
```
23
Properties=species:S:1:pos:R:3:forces:R:3
Br -2.615185 -0.211398 0.044853 0.4 0.0 0.3
N 0.021519 -1.659896 -1.000960 3.1 0.1 -1.5
C -0.797093 1.339801 -1.400968 -1.5 -0.5 -0.2
C -0.802911 0.661278 -0.008563 0.3 -1.4 -1.0
C 1.748016 -0.140612 -0.149919 0.6 2.9 -0.2
C 0.147004 -1.359350 1.378858 0.9 -3.3 2.3
C 0.356327 -0.648611 0.087648 -2.0 1.9 0.3
C -0.689365 1.687808 1.070454 3.1 1.5 1.2
H -1.607704 2.216134 -1.476723 2.0 -2.1 0.2
H -1.403046 2.521312 0.968407 0.3 -0.5 -0.2
H 2.573464 -0.845130 0.062274 -0.5 0.3 -0.2
H -0.979618 -1.744010 -0.977746 -1.1 -0.7 -0.3
H 1.953067 0.885458 0.398061 -0.4 -2.4 -0.6
H -0.811225 -1.955814 1.619684 1.3 1.0 -1.1
H 0.412317 2.142307 1.039769 -2.2 -0.5 -0.5
H -1.086383 0.497859 -2.114634 0.4 1.5 0.4
H 0.219886 1.685705 -1.599019 -0.3 0.3 -0.2
H 1.047229 -2.058531 1.697750 -1.6 0.9 -1.3
H 0.573794 -2.544834 -0.823635 -1.3 0.8 0.2
H 0.236589 -0.734913 2.227754 -0.2 1.4 0.6
H 1.753067 0.241205 -1.198923 0.5 -0.6 0.5
H -0.650579 1.410239 2.129934 -0.7 -0.7 -0.3
H 0.400819 -1.386005 -1.974348 -1.2 0.0 1.7
```
Positions in Å, forces in eV/Å.

Computed properties:
SMILES: CC(C)([NH3+])C(C)(C)Br
LUMO in eV: -3.34
Multiplicity: 1
Charge: +1
E_HOMO in eV: -14.06
DFT total energy in hartree: -2866.09416

Below is a structure of composition C6H15CdCl2NO2 in a non-equilibrium geometry, with properties calculated with ωB97M-V with the def2-TZVPD basis set.

Geometry as XYZ:
```
27
Properties=species:S:1:pos:R:3:forces:R:3
Cd 5.226150 5.068980 -25.956150 2.7 -3.3 0.9
Cl 6.681780 4.256540 -27.722650 0.5 -0.1 -0.5
Cl 5.710580 4.674900 -23.662720 0.2 -0.4 1.1
O 3.884000 3.536810 -26.371200 -0.8 -1.8 -0.5
O 6.089020 6.908430 -25.780780 2.1 2.4 0.5
N 3.727460 6.359350 -26.339250 -2.8 2.6 -1.2
C 4.170840 7.659790 -26.891800 1.1 -1.1 -0.4
C 7.451440 7.007380 -25.660660 3.0 1.2 0.5
C 3.818900 2.133920 -26.046930 -2.3 0.1 -0.3
C 5.505220 8.089460 -26.139900 -3.2 1.1 -2.6
C 2.623850 4.195540 -26.707620 1.0 -1.2 -1.2
C 2.837450 5.595440 -27.258990 -0.4 0.6 1.5
H 5.995780 8.654320 -26.932600 0.9 -0.2 0.0
H 7.726670 7.856070 -25.034500 -0.2 0.1 0.7
H 3.243010 1.624480 -26.819540 -0.1 0.1 -0.5
H 2.262860 3.648180 -27.578350 -0.8 -0.4 0.2
H 4.692200 1.489410 -25.946650 0.7 1.3 0.1
H 3.177260 2.040350 -25.170780 0.3 -0.1 0.4
H 1.895470 6.101450 -27.047510 -1.1 0.1 -0.6
H 3.402410 8.430650 -26.950150 -0.2 0.0 0.5
H 7.982750 6.141580 -25.265440 -0.9 -0.3 0.1
H 3.055460 5.726940 -28.318840 0.4 -0.5 0.3
H 7.995270 7.286720 -26.563060 -0.5 -0.3 -0.8
H 5.310430 8.834700 -25.368690 0.0 -0.5 0.7
H 1.975180 4.140290 -25.833390 -0.2 0.2 -0.1
H 4.330520 7.327300 -27.917490 0.9 0.9 -0.3
H 3.046950 6.704330 -25.677420 -0.6 -0.3 1.6
```
Positions in Å, forces in eV/Å.

Computed properties:
⟨S²⟩: 0.75
LUMO (spin up / spin down) in eV: 3.29 / 3.26
Multiplicity: 2
Charge: -1
E_HOMO (spin up / spin down) in eV: 0.30 / -6.04
DFT total energy in hartree: -1530.89159

Which value of DFT total energy does entry 3 give? -371.77852 hartree